111
Properties=species:S:1:pos:R:3:forces:R:3 method="wB97M-V/def2-TZVPD" max_force_ha_per_bohr=0.2927 charge=0 homo_ev=-9.41 homo_lumo_gap_ev=9.67 de_lowest_kcal_mol=79.24
C -0.614955 0.937270 4.122135 1.565 -2.030 -0.164
C -0.685955 0.964270 5.636135 -2.711 -0.660 0.437
C -0.738955 -0.347730 6.476135 -0.571 -0.473 -1.003
O 0.305045 -0.192730 7.431135 -0.483 0.845 -0.257
C 0.822045 1.089270 7.304135 2.587 -1.589 4.635
O 1.622045 1.498270 8.158135 -2.252 -0.574 -3.043
O 0.374045 1.660270 6.241135 0.140 2.205 -1.286
H -0.906955 1.818270 3.546135 0.192 0.062 0.566
H -1.180955 0.075270 3.692135 0.115 0.699 0.550
H 0.456045 0.656270 3.940135 -0.708 0.513 -0.487
H -1.660955 1.357270 5.927135 0.272 1.249 -0.048
H -0.532955 -1.179730 5.810135 0.145 -0.484 0.249
H -1.783955 -0.498730 6.922135 1.720 0.225 -0.237
C 2.019045 5.209270 2.894135 -0.018 -1.061 -2.080
C 0.939045 4.565270 1.937135 0.190 1.339 0.376
C 1.058045 4.792270 0.453135 2.268 2.094 -2.169
O 0.740045 3.543270 -0.181865 -1.049 1.622 -0.927
C 0.678045 2.640270 0.735135 -1.028 -4.801 -0.093
O 0.432045 1.442270 0.486135 0.797 3.248 1.134
O 0.895045 3.154270 1.946135 0.180 -1.385 1.561
H 1.959045 4.898270 3.902135 -0.384 -0.724 0.998
H 1.997045 6.267270 2.929135 -0.791 1.229 -0.262
H 3.028045 5.034270 2.527135 0.053 -0.635 -0.127
H -0.071955 4.958270 2.162135 0.396 -0.434 0.583
H 2.094045 4.901270 -0.024865 -1.069 0.851 1.453
H 0.402045 5.679270 0.204135 0.577 -1.372 -0.506
C -4.990955 -4.135730 -2.376865 0.224 0.787 2.047
C -4.721955 -2.656730 -2.016865 0.878 -1.302 0.516
C -3.532955 -2.505730 -1.009865 -0.395 -1.306 1.442
O -2.717955 -1.545730 -1.594865 0.501 1.633 -1.440
C -3.223955 -1.182730 -2.811865 3.581 1.582 -1.253
O -2.684955 -0.368730 -3.553865 -1.113 -1.165 1.770
O -4.207955 -1.943730 -3.146865 -2.067 -0.673 -0.665
H -5.552955 -4.599730 -1.515865 1.029 0.267 -0.640
H -3.990955 -4.544730 -2.530865 -0.315 -0.542 0.099
H -5.601955 -4.331730 -3.215865 -0.572 0.321 -1.146
H -5.557955 -2.109730 -1.612865 -0.597 0.044 -0.182
H -2.896955 -3.433730 -0.804865 -1.205 1.062 -0.329
H -3.849955 -2.040730 -0.059865 -0.071 -0.767 -0.144
C 2.396045 -0.393730 -4.387865 1.022 0.924 -1.328
O 3.243045 0.741270 -4.140865 0.642 0.672 1.025
C 3.795045 1.366270 -5.136865 -5.709 -4.560 -9.076
O 3.365045 1.095270 -6.436865 2.518 1.433 6.546
O 4.653045 2.214270 -4.877865 1.884 0.494 3.011
C 5.330045 2.878270 -5.887865 -1.662 1.517 -2.518
H 1.902045 -0.522730 -3.498865 -1.218 -0.503 2.089
H 3.008045 -1.218730 -4.632865 0.664 -0.961 -0.153
H 1.726045 -0.245730 -5.195865 -0.506 0.501 -0.612
H 4.500045 3.231270 -6.625865 1.815 -0.508 0.952
H 6.102045 2.297270 -6.427865 -0.513 0.146 0.616
H 5.673045 3.693270 -5.293865 1.047 0.920 -0.457
C 0.885045 -1.597730 -7.789865 -1.294 2.013 -1.882
O 1.203045 -2.157730 -6.554865 0.245 -0.265 1.668
C 0.404045 -2.964730 -5.888865 -6.155 -4.934 -4.904
O -0.607955 -3.745730 -6.455865 5.687 4.870 3.025
O 0.722045 -3.050730 -4.648865 0.629 0.204 1.365
C -0.073955 -3.854730 -3.775865 -0.250 -1.853 1.446
H -0.220955 -1.488730 -7.957865 0.941 -0.941 0.139
H 1.408045 -2.110730 -8.621865 -0.516 0.136 0.590
H 1.179045 -0.503730 -7.799865 0.364 -1.336 0.360
H -0.456955 -4.799730 -4.231865 0.227 1.154 -0.197
H -0.904955 -3.275730 -3.339865 0.323 -0.068 -0.494
H 0.545045 -4.235730 -2.905865 -0.257 0.963 -1.132
C -0.741955 -2.682730 2.972135 1.417 -3.647 -2.480
O -1.423955 -3.206730 4.120135 6.749 5.316 2.329
C -2.364955 -3.908730 4.029135 -11.435 -6.238 -7.544
O -2.958955 -4.231730 2.719135 3.078 1.415 7.512
O -2.946955 -4.253730 5.205135 0.507 0.211 -0.362
C -4.255955 -4.884730 5.317135 -0.661 0.466 -0.445
H 0.317045 -2.394730 3.122135 -1.084 0.492 1.074
H -1.350955 -2.009730 2.376135 -0.114 0.104 0.358
H -0.563955 -3.670730 2.378135 -0.599 1.964 0.310
H -4.356955 -5.357730 6.317135 0.336 1.152 -0.295
H -4.338955 -5.741730 4.685135 0.192 -0.289 -1.001
H -5.112955 -4.171730 5.046135 1.480 -0.857 0.621
C 3.935045 2.232270 -1.030865 0.356 0.615 -0.724
O 3.740045 1.534270 0.189135 -0.126 0.007 0.796
C 4.156045 2.100270 1.285135 1.542 8.390 1.057
O 4.641045 3.489270 1.407135 -2.759 -8.146 -1.078
O 3.905045 1.367270 2.316135 -0.236 -1.074 0.262
C 3.697045 1.967270 3.595135 1.199 2.262 -0.750
H 5.030045 2.216270 -1.149865 -0.596 0.244 -0.832
H 3.544045 3.264270 -1.036865 0.410 -0.343 0.610
H 3.326045 1.723270 -1.786865 0.721 -0.311 0.172
H 4.526045 2.620270 3.832135 0.424 0.053 -0.065
H 3.622045 1.272270 4.363135 -0.265 -1.773 0.793
H 2.853045 2.624270 3.577135 -0.789 0.020 -0.237
C -2.539955 4.006270 0.213135 0.727 -0.683 -2.954
C -3.621955 3.070270 -0.265865 -0.922 -0.534 0.221
C -3.259955 1.639270 -0.683865 -1.487 0.341 1.024
C -2.941955 0.787270 0.475135 -0.210 0.522 -0.887
N -2.684955 0.118270 1.365135 0.137 -0.403 0.623
H -1.776955 3.589270 0.870135 -0.310 -0.025 0.100
H -3.061955 4.837270 0.598135 -0.036 1.234 0.736
H -2.090955 4.276270 -0.797865 0.265 0.231 1.586
H -4.195955 3.553270 -1.073865 0.547 -0.180 -0.045
H -4.386955 2.954270 0.478135 -0.401 -0.080 0.761
H -2.455955 1.587270 -1.351865 1.199 -0.106 -1.188
H -4.179955 1.283270 -1.173865 0.528 -0.415 0.081
C 2.059045 -1.480730 1.107135 -0.859 1.558 -0.949
C 1.587045 -1.542730 -0.362865 -0.545 -1.171 1.846
C 0.045045 -1.782730 -0.456865 1.341 -0.892 0.209
C -0.334955 -3.221730 -0.281865 -1.208 -6.175 0.293
N -0.604955 -4.414730 -0.187865 1.706 7.413 -0.603
H 1.480045 -0.677730 1.629135 0.143 -0.935 -0.126
H 3.067045 -1.090730 1.124135 0.508 -0.511 0.237
H 1.928045 -2.481730 1.485135 0.234 -0.103 0.780
H 2.011045 -2.461730 -0.757865 0.397 0.144 -0.537
H 1.951045 -0.683730 -0.899865 -0.368 0.336 -0.384
H -0.164955 -1.481730 -1.433865 -0.881 0.010 -1.848
H -0.588955 -1.152730 0.124135 -0.194 0.471 0.936

---

111
Properties=species:S:1:pos:R:3:forces:R:3 method="wB97M-V/def2-TZVPD" max_force_ha_per_bohr=0.0236 charge=0 homo_ev=-9.18 homo_lumo_gap_ev=8.74
C -1.736349 10.354015 -1.941379 -0.419 -0.363 0.159
C -2.625498 9.607162 -0.933406 0.454 -0.026 -0.370
C -2.624701 8.104416 -1.176297 -0.486 0.230 -0.505
C -3.290266 7.721098 -2.502708 0.512 -0.049 0.046
C -3.531578 6.207575 -2.612777 -0.329 0.706 0.029
C -4.942001 5.837902 -2.165785 -0.006 -0.599 -0.050
C -5.397162 4.387188 -2.478184 0.651 0.412 0.350
C -4.269789 3.350517 -2.600271 -0.640 -0.288 -0.071
C -4.741387 1.921364 -2.237350 0.180 0.544 -0.268
C -4.023386 1.366696 -1.022831 0.024 -0.245 -0.060
C -4.464265 -0.055432 -0.640642 0.155 0.340 0.175
C -5.156141 -0.128507 0.710986 -0.366 -0.562 0.056
C -5.324435 -1.569853 1.235997 -0.023 0.530 -0.065
C -5.070207 -1.664508 2.748234 0.421 -0.298 -0.529
C -3.594417 -1.767182 3.031277 0.205 0.142 0.238
C -2.900659 -0.741898 3.678206 0.091 -0.471 -0.285
C -1.518507 -0.775089 3.921481 -0.521 -0.118 -0.041
C -0.921829 0.396757 4.669302 -0.270 -0.183 -0.289
C 0.368106 1.003131 4.108304 0.014 0.004 0.687
C 0.347993 2.538003 3.993004 0.617 -0.274 -0.493
C 1.638210 3.212475 4.494436 -0.101 -0.035 0.061
C -0.824577 -1.903016 3.470279 -0.202 -0.005 -0.127
C -1.519368 -2.965455 2.862517 -0.417 0.738 0.179
C -2.890963 -2.904263 2.641336 0.647 0.086 0.292
C -0.750688 -4.169015 2.483858 0.293 0.471 -0.011
O -1.208096 -5.276474 2.553339 -0.509 -0.867 -0.195
C 0.627341 -3.911786 2.007194 0.326 0.074 -0.087
C 1.185834 -4.748574 1.055115 0.716 0.341 0.217
C 2.493054 -4.506073 0.645827 -0.373 0.264 0.380
C 3.222553 -3.421749 1.146566 -0.256 -0.210 -0.225
C 4.672674 -3.306896 0.718011 -0.196 -0.386 -0.172
O 4.907922 -4.075238 -0.447886 -0.099 -0.178 0.201
C 6.215795 -4.606394 -0.478396 -0.234 0.195 -0.468
C 6.445074 -5.346653 -1.813482 -0.609 0.204 0.579
O 5.591991 -4.854368 -2.821171 0.355 -0.059 -0.058
C 6.193895 -4.589351 -4.072809 -0.294 0.293 -0.286
C 5.401276 -5.205158 -5.204378 0.420 -0.137 -0.046
O 5.730495 -6.564893 -5.417330 -0.283 -0.002 -0.066
C 5.091122 -7.472637 -4.537082 -0.084 -0.123 -0.004
C 4.759781 -8.758532 -5.260938 -0.107 0.263 0.234
C 2.640550 -2.532098 2.077887 -0.113 -0.546 0.121
C 3.403003 -1.326040 2.574894 0.110 0.439 -1.124
C 3.652310 -0.309805 1.414803 -0.489 -0.081 0.293
C 2.722173 0.885983 1.424277 0.476 0.257 -0.328
Br 5.489291 0.372281 1.444189 0.062 -0.082 0.027
C 1.346484 -2.827299 2.537259 -0.093 -0.073 -0.504
C 0.647655 -2.076941 3.639847 -0.156 -0.504 -0.602
O 1.236131 -1.729922 4.627582 0.353 0.467 0.759
H -1.433433 11.308913 -1.529098 0.115 0.230 -0.127
H -0.856717 9.759647 -2.176751 0.256 0.042 0.061
H -2.267075 10.511122 -2.876068 -0.011 0.150 -0.136
H -2.248205 9.818622 0.064691 -0.168 0.006 0.201
H -3.643469 9.979431 -1.031110 -0.151 0.114 0.292
H -1.590101 7.767960 -1.233529 0.098 -0.250 0.322
H -3.153417 7.583978 -0.379151 0.134 -0.067 0.261
H -4.218311 8.276287 -2.636198 -0.187 0.021 0.038
H -2.628510 8.044266 -3.306317 0.003 0.037 -0.147
H -2.820851 5.723910 -1.948540 0.258 -0.268 -0.171
H -3.340799 5.899593 -3.637553 -0.024 -0.272 -0.092
H -5.659550 6.521823 -2.614579 -0.059 0.143 -0.025
H -5.003326 5.982131 -1.087484 -0.010 0.153 0.140
H -5.977704 4.407346 -3.396033 -0.207 -0.225 -0.074
H -6.032929 4.064702 -1.657062 -0.362 -0.001 -0.051
H -3.438396 3.614084 -1.954294 0.185 0.083 0.044
H -3.923340 3.342294 -3.630034 0.343 0.129 -0.044
H -5.814305 1.944910 -2.053845 -0.192 -0.141 0.019
H -4.578461 1.273013 -3.096278 -0.028 -0.247 -0.003
H -4.168015 2.048671 -0.182879 -0.040 0.050 0.111
H -2.953454 1.365871 -1.227027 0.149 0.071 -0.020
H -3.595745 -0.712476 -0.611909 0.080 -0.103 -0.067
H -5.132807 -0.431975 -1.414197 -0.038 -0.203 -0.063
H -6.152063 0.305668 0.622737 -0.028 0.317 0.119
H -4.609720 0.445304 1.458889 0.177 0.166 -0.052
H -4.620240 -2.199522 0.698976 0.055 -0.304 0.034
H -6.322466 -1.937358 1.013394 -0.128 -0.068 -0.088
H -5.548326 -2.566911 3.120564 -0.185 0.016 0.260
H -5.476826 -0.781438 3.231280 -0.227 -0.020 0.237
H -3.476758 0.114440 3.999837 0.048 0.179 0.067
H -0.806385 0.091592 5.707988 0.213 0.012 0.125
H -1.691199 1.164923 4.673104 -0.120 0.110 0.035
H 1.184169 0.712650 4.762634 0.143 -0.041 0.063
H 0.597388 0.540677 3.156778 -0.021 0.041 -0.319
H -0.528057 2.950345 4.481704 -0.099 0.068 0.125
H 0.273683 2.776434 2.933481 -0.362 0.136 -0.095
H 1.452119 3.876472 5.333233 -0.014 0.121 0.086
H 2.373820 2.483963 4.827167 0.042 -0.133 0.043
H 2.110878 3.789856 3.706339 0.062 0.187 -0.051
H -3.364484 -3.753184 2.169457 -0.168 -0.031 -0.004
H 0.653248 -5.596827 0.657722 -0.244 -0.037 0.069
H 2.938914 -5.184370 -0.059806 0.240 0.072 -0.148
H 5.287732 -3.694140 1.537442 0.092 0.113 0.160
H 4.978138 -2.291200 0.506706 0.095 0.376 0.187
H 6.948641 -3.803400 -0.364465 0.060 0.122 0.051
H 6.324966 -5.310062 0.349603 0.262 -0.073 0.117
H 6.214522 -6.401068 -1.654053 0.168 -0.183 -0.114
H 7.491165 -5.214040 -2.077383 0.173 -0.230 -0.111
H 7.207334 -4.981395 -4.151435 0.164 -0.059 0.190
H 6.234629 -3.506532 -4.231222 0.021 0.087 0.084
H 5.669354 -4.686632 -6.122914 0.013 0.034 -0.132
H 4.330565 -5.076117 -5.038184 -0.139 -0.013 0.072
H 5.724257 -7.679950 -3.670741 0.093 0.061 0.092
H 4.159621 -7.041721 -4.164609 -0.030 0.165 0.079
H 4.125438 -8.527155 -6.111114 0.012 -0.104 -0.218
H 4.190684 -9.381821 -4.575323 -0.020 -0.240 0.017
H 5.646900 -9.294791 -5.579204 0.108 -0.040 -0.126
H 2.824172 -0.796569 3.316712 0.182 -0.085 0.444
H 4.371059 -1.622891 2.964213 -0.001 -0.085 0.333
H 3.524097 -0.787732 0.454944 0.298 -0.239 -0.231
H 2.822119 1.457620 2.341940 -0.231 -0.041 0.221
H 1.696283 0.589011 1.225741 -0.200 -0.147 0.239
H 3.015110 1.548280 0.612214 -0.054 0.099 -0.089

---

15
Properties=species:S:1:pos:R:3:forces:R:3 method="wB97M-V/def2-TZVPD" max_force_ha_per_bohr=0.0563 charge=-2 homo_ev=0.92 homo_lumo_gap_ev=5.63 de_lowest_kcal_mol=26.76
C -0.165668 -0.439692 -0.135444 -0.696 0.698 0.299
C 1.120487 0.416710 -0.053088 1.785 0.851 1.071
C 1.110295 1.111091 1.439466 1.740 1.151 -0.680
C -0.123225 0.412917 2.022574 -0.357 1.075 0.316
N -0.801283 -0.360330 1.005685 0.547 -1.000 -1.645
O -1.161876 -0.401874 -3.749552 0.052 1.024 -0.318
O -1.007996 -2.733972 -2.830202 1.446 -2.404 0.198
O -3.174831 -1.477048 -2.461865 1.384 0.540 -0.404
P -1.722473 -1.479273 -2.913137 -2.756 0.761 0.470
H 1.995067 -0.235785 -0.037724 0.009 -0.615 -0.146
H 1.438731 1.125553 -0.895843 -1.149 -0.643 1.013
H 2.026008 0.994751 2.171129 -1.281 -0.404 -1.615
H 1.171999 2.246616 1.276342 -0.986 -1.292 0.413
H 0.212111 -0.282836 2.802791 -0.280 0.281 0.353
H -0.917347 1.103171 2.358869 0.543 -0.024 0.675